Entry from the Open Molecules 2025 dataset: C15H44InO15P4 as an isolated structure in a non-equilibrium geometry (ωB97M-V/def2-TZVPD).

Atoms and positions in Å:
C  3.76795  0.90938  -3.43915
C  2.82510  1.76701  -2.58023
O  1.67558  2.19816  -3.31102
P  0.29139  1.49740  -2.91864
O  0.07809  1.36383  -1.46913
C  0.19380  -0.03804  -3.83745
C  0.80625  -1.21261  -2.99334
In  -0.81566  -2.26062  -1.85725
O  -0.80313  2.50273  -3.52999
C  -2.14562  1.99610  -3.48553
C  -3.11644  3.04709  -2.98246
H  3.31302  0.82347  -4.42440
H  3.91648  -0.07241  -2.99377
H  4.75745  1.36071  -3.51372
H  2.59363  1.20466  -1.67724
H  3.36537  2.65930  -2.26198
H  0.68183  0.06157  -4.81221
H  -0.84262  -0.31481  -4.04318
H  1.31992  -1.90723  -3.65613
H  1.47305  -0.76663  -2.25428
H  -1.69820  -1.17192  -0.77124
H  -1.99157  -3.01863  -2.96052
H  -0.00544  -3.58077  -0.94105
H  -2.43404  1.62423  -4.47136
H  -2.20903  1.13118  -2.82022
H  -3.55585  3.64207  -3.78317
H  -3.95221  2.52268  -2.51116
H  -2.67541  3.67451  -2.21135
C  -8.74759  2.87866  1.82477
O  -7.63596  2.08685  1.37618
P  -7.93872  0.79105  0.49144
O  -8.56560  -0.24354  1.32982
O  -6.42983  0.49200  0.08602
C  -5.39828  0.41295  1.07522
O  -8.48119  0.76519  -0.99385
C  -9.36786  -0.29926  -1.37073
H  -8.34109  3.79525  2.24366
H  -9.41255  3.13298  0.99895
H  -9.29937  2.33851  2.59407
H  -5.73997  -0.12265  1.96110
H  -5.06774  1.41588  1.34311
H  -4.56637  -0.12317  0.62521
H  -10.31178  -0.23564  -0.83462
H  -8.89424  -1.26039  -1.18843
H  -9.54815  -0.17361  -2.43559
C  7.44087  -0.24794  2.71460
O  6.69460  0.65974  1.89051
P  7.33514  1.14482  0.45242
O  8.40831  2.01836  1.02525
O  5.96381  1.90128  0.06306
C  5.17512  2.56318  1.05350
O  7.73265  1.13001  -1.11729
C  8.83279  1.92567  -1.55694
H  6.77775  -0.57749  3.51064
H  7.77156  -1.12017  2.15272
H  8.30042  0.26861  3.14150
H  5.79861  3.10434  1.76521
H  4.55046  1.84275  1.57810
H  4.52273  3.26558  0.53899
H  9.77511  1.57739  -1.14182
H  8.66711  2.96584  -1.28772
H  8.85449  1.81709  -2.64046
C  0.18404  -1.34260  2.37250
O  0.41420  -2.05998  3.61630
P  0.30877  -3.63947  3.57736
O  -1.09015  -4.07345  3.46049
O  0.91620  -3.89720  5.05123
C  0.36989  -3.20946  6.16587
O  1.31555  -4.60885  2.84864
C  0.78455  -5.80279  2.25030
H  0.46513  -0.30689  2.53737
H  0.78855  -1.75806  1.56811
H  -0.86823  -1.39297  2.10119
H  -0.71910  -3.16558  6.10618
H  0.77825  -2.20001  6.23169
H  0.65744  -3.76273  7.05877
H  0.12600  -5.56315  1.41915
H  0.25646  -6.39151  2.99682
H  1.64355  -6.35783  1.88061

Frontier orbital gap ... 0.196 Ha
Maximum force ... 7.46 eV/Å
Total charge ... -1

Entry from the Open Molecules 2025 dataset: a 14-piece molecular cluster, C3H36N2O13 overall in a non-equilibrium geometry (ωB97M-V/def2-TZVPD).

Atoms and positions in Å:
C  -2.96339  0.37331  -1.80220
C  -2.37017  1.54336  -0.93515
C  -2.60648  1.59995  0.54538
N  -1.82549  0.58510  1.23148
N  -1.99902  -0.82641  -1.78351
H  -4.06244  0.17285  -1.46944
H  -2.97723  0.63686  -2.87927
H  -1.29648  1.84108  -1.13661
H  -3.04619  2.40319  -1.28532
H  -3.70500  1.49959  0.67279
H  -2.49360  2.52413  1.13107
H  -2.08267  0.30234  2.18453
H  -1.93859  -0.30182  0.72599
H  -2.43427  -1.61976  -2.21398
H  -1.70660  -1.15482  -0.88698
H  1.36252  2.21604  -1.07761
H  2.21831  2.41574  0.19243
O  2.16905  2.59621  -0.75694
H  -0.40604  -1.98507  -2.82002
H  0.66548  -2.45923  -2.06464
O  -0.27807  -2.68001  -2.14113
H  1.30472  0.85865  0.93795
H  -0.13718  1.01301  1.26350
O  0.66917  1.61638  1.11450
H  3.96026  -1.57025  1.61882
H  3.14511  -0.66604  2.55079
O  3.34082  -0.82336  1.60430
H  -0.48293  0.25762  -1.78484
H  -0.17480  1.55865  -2.98620
O  -0.01461  1.10041  -2.15696
H  2.09719  -0.83701  0.57593
H  1.59929  -0.35986  -0.59552
O  1.16172  -0.79360  0.16284
H  2.76089  0.62777  -2.68992
H  1.19001  0.32355  -2.59130
O  2.11574  -0.06231  -2.46622
H  0.05163  -0.01544  -4.53564
H  0.25536  -1.31043  -3.79537
O  0.11576  -0.94555  -4.66660
H  0.38659  -4.28157  1.04025
H  0.01893  -3.31968  2.06769
O  0.57680  -4.08612  1.95186
H  -0.73092  -1.94827  1.73201
H  -0.00852  -2.07014  0.40615
O  -0.86415  -2.34950  0.78512
H  0.54610  3.18530  2.46152
H  1.79287  2.81261  1.93094
O  1.47006  3.41279  2.65291
H  0.39788  -0.63594  3.27853
H  -0.00919  -2.12671  3.60206
O  -0.19543  -1.36622  3.03344
H  1.69855  1.17387  2.58820
H  1.84199  1.27550  4.10062
O  1.89669  0.66928  3.37775

Frontier orbital gap ... 0.369 Ha
Maximum force ... 3.38 eV/Å
Energy relative to the best compared isomer or geometry (same formula, charge and spin) ... 530.4 kJ/mol